No. 1
A 11-piece molecular cluster, C44H76F9N3O21 overall, computed with ωB97M-V/def2-TZVPD.

Results
Gap between HOMO and LUMO ... 10.94 eV

Each line ends with the Löwdin charge.
Element x y z (Å)
C -6.557 4.287 7.324  -0.069
C -5.819 4.124 6.020  -0.202
O -4.677 3.259 6.173  0.026
C -4.926 1.962 6.057  -0.400
O -5.965 1.393 5.983  0.185
C -3.601 1.246 5.703  -0.531
F -2.851 1.891 4.818  0.160
F -2.754 1.014 6.721  0.155
F -3.932 0.063 5.168  0.151
H -5.912 4.157 8.192  0.084
H -7.267 3.428 7.385  0.090
H -7.097 5.216 7.459  0.075
H -5.355 5.071 5.679  0.132
H -6.503 3.726 5.224  0.141
C 0.646 -5.489 1.076  -0.051
C 1.581 -6.356 0.186  -0.146
O 2.138 -5.498 -0.825  0.011
C 3.087 -5.887 -1.651  -0.414
O 3.588 -6.961 -1.672  0.182
C 3.635 -4.702 -2.488  -0.565
F 2.657 -3.962 -3.031  0.157
F 4.425 -3.959 -1.716  0.166
F 4.393 -5.126 -3.479  0.178
H 1.242 -4.771 1.666  0.027
H 0.049 -6.052 1.774  0.075
H -0.044 -4.953 0.475  0.054
H 0.932 -7.069 -0.348  0.134
H 2.433 -6.746 0.646  0.107
C -1.453 4.964 -4.986  -0.069
C -1.649 3.955 -3.971  -0.199
O -0.628 2.915 -4.093  0.031
C 0.452 3.104 -3.344  -0.403
O 0.773 3.950 -2.574  0.184
C 1.339 1.854 -3.470  -0.488
F 0.550 0.744 -3.608  0.122
F 2.098 1.881 -4.598  0.156
F 2.098 1.761 -2.387  0.166
H -1.754 4.581 -5.984  0.099
H -0.410 5.287 -5.153  0.100
H -1.957 5.892 -4.794  0.083
H -2.617 3.435 -3.985  0.126
H -1.461 4.281 -2.920  0.123
C 6.256 3.289 -2.320  -0.054
C 4.992 2.931 -3.102  -0.208
O 5.313 1.897 -4.043  -0.002
C 5.250 0.611 -3.621  -0.561
O 5.112 0.345 -2.454  0.106
O 5.309 -0.233 -4.695  -0.007
C 5.585 -1.597 -4.264  -0.031
H 5.909 4.068 -1.636  0.076
H 7.003 3.808 -2.967  0.093
H 6.618 2.491 -1.706  0.061
H 4.605 3.758 -3.777  0.146
H 4.187 2.548 -2.481  0.096
H 6.045 -2.042 -5.180  0.106
H 4.661 -2.082 -4.017  0.068
H 6.335 -1.658 -3.425  0.115
C -4.712 2.152 -0.395  -0.069
C -3.375 2.339 -1.084  -0.214
O -2.847 3.613 -0.658  0.003
C -1.589 3.659 -0.157  -0.568
O -0.972 2.693 0.195  0.121
O -1.248 4.971 -0.087  -0.022
C -0.008 5.360 0.499  -0.033
H -4.576 2.172 0.710  0.086
H -5.125 1.097 -0.699  0.105
H -5.411 2.944 -0.648  0.069
H -3.525 2.389 -2.202  0.121
H -2.684 1.487 -0.835  0.119
H -0.073 5.218 1.578  0.093
H 0.055 6.364 0.205  0.076
H 0.859 4.712 0.178  0.102
C -5.782 -3.375 -2.871  -0.046
C -4.889 -2.489 -2.075  -0.212
O -5.356 -2.672 -0.724  0.037
C -4.771 -1.807 0.107  -0.598
O -3.815 -1.147 -0.205  0.086
O -5.396 -1.928 1.289  0.015
C -4.843 -1.034 2.261  -0.047
H -6.772 -3.185 -2.481  0.087
H -5.662 -4.440 -2.642  0.090
H -5.737 -3.275 -3.892  0.042
H -4.956 -1.446 -2.355  0.122
H -3.817 -2.686 -2.083  0.124
H -5.526 -0.121 2.386  0.117
H -3.860 -0.637 1.921  0.082
H -4.743 -1.610 3.184  0.089
C -1.519 -1.154 -4.972  -0.077
C -2.316 -1.031 -6.194  -0.248
O -3.650 -1.269 -5.747  0.020
C -4.713 -1.041 -6.543  -0.608
O -5.828 -1.137 -6.192  0.164
O -4.246 -0.691 -7.741  -0.033
C -5.167 -0.373 -8.736  -0.036
H -0.500 -1.098 -5.310  0.077
H -1.744 -2.125 -4.527  0.087
H -1.770 -0.374 -4.207  0.097
H -2.053 -1.723 -6.985  0.129
H -2.262 -0.012 -6.627  0.137
H -5.180 -1.224 -9.435  0.109
H -4.822 0.554 -9.121  0.090
H -6.166 -0.346 -8.305  0.094
C 6.211 0.970 1.682  -0.074
C 5.255 0.057 0.950  -0.214
O 5.428 -1.327 1.363  -0.017
C 4.774 -1.629 2.534  -0.573
O 4.051 -0.886 3.110  0.127
O 5.090 -2.869 2.954  -0.007
C 5.406 -3.756 1.835  -0.026
H 6.142 2.004 1.302  0.078
H 7.290 0.618 1.675  0.101
H 5.966 1.100 2.726  0.056
H 5.507 0.034 -0.123  0.105
H 4.220 0.481 0.961  0.100
H 6.224 -3.378 1.230  0.087
H 4.565 -3.737 1.155  0.078
H 5.626 -4.753 2.278  0.111
C 0.911 -3.355 6.853  -0.119
C 1.572 -2.167 6.160  -0.246
C 1.670 -2.092 4.612  -0.181
C 2.009 -3.357 4.045  -0.213
N 2.362 -4.269 3.461  0.183
H 1.441 -4.296 6.735  0.060
H -0.131 -3.516 6.448  0.091
H 0.886 -3.255 7.966  0.080
H 2.551 -2.086 6.630  0.108
H 1.100 -1.231 6.454  0.093
H 2.315 -1.269 4.376  0.064
H 0.715 -1.793 4.101  0.114
C 0.210 2.219 4.356  -0.098
C 1.505 1.389 4.461  -0.259
C 2.828 1.998 4.022  -0.166
C 2.870 2.558 2.646  -0.207
N 2.976 2.896 1.579  0.163
H 0.090 3.112 4.989  0.076
H -0.649 1.544 4.476  0.044
H 0.048 2.619 3.312  0.077
H 1.343 0.479 3.900  0.066
H 1.535 1.068 5.480  0.095
H 3.628 1.300 4.259  0.098
H 2.992 2.810 4.749  0.121
C 2.206 -0.942 -0.408  -0.081
C 0.783 -1.352 -0.766  -0.243
C -0.415 -0.484 -0.253  -0.161
C -0.582 -0.598 1.193  -0.219
N -0.804 -0.523 2.294  0.183
H 2.863 -1.723 -0.814  0.075
H 2.316 -0.849 0.687  0.075
H 2.404 0.014 -0.881  0.055
H 0.518 -2.373 -0.411  0.107
H 0.777 -1.369 -1.858  0.093
H -1.313 -0.952 -0.697  0.106
H -0.297 0.599 -0.525  0.107

=====

No. 2
A 10-piece molecular cluster, C44H77ClN10O2P2S overall, computed with ωB97M-V/def2-TZVPD.

Results
Gap between HOMO and LUMO ... 8.69 eV

Each line ends with the Löwdin charge.
Element x y z (Å)
C -3.570 -1.098 -2.664  -0.047
C -2.681 -2.185 -2.130  -0.272
C -2.367 -3.323 -2.864  -0.041
C -1.530 -4.284 -2.307  -0.072
C -0.997 -4.134 -1.038  -0.054
C -1.295 -2.997 -0.291  -0.303
C -0.733 -2.813 1.091  -0.353
P 0.937 -2.021 1.127  0.303
S 0.272 -0.071 0.337  0.402
Cl 1.835 -3.779 2.168  0.100
P 2.488 -2.356 -0.429  0.299
N 2.283 -3.683 -1.198  -0.177
O 2.419 -1.088 -1.391  -0.249
O 3.900 -2.252 0.341  -0.199
C -2.146 -2.048 -0.853  -0.057
H -3.989 -1.357 -3.627  0.072
H -3.022 -0.164 -2.737  0.078
H -4.368 -0.921 -1.948  0.079
H -2.761 -3.458 -3.857  0.100
H -1.314 -5.162 -2.890  0.070
H -0.354 -4.906 -0.646  0.107
H -1.428 -2.257 1.712  0.095
H -0.617 -3.792 1.536  0.041
H 1.295 -1.296 2.254  -0.088
H -0.059 -0.287 -0.943  -0.195
H 3.065 -4.304 -1.021  -0.008
H 3.037 -1.251 -2.115  0.073
H 3.802 -1.663 1.102  0.064
H -2.389 -1.172 -0.269  0.099
C -1.132 1.912 5.118  -0.094
C 0.159 1.721 5.901  -0.253
C 1.404 2.152 5.118  -0.187
C 1.622 1.321 3.940  -0.190
N 1.787 0.671 3.008  0.132
H -1.149 1.291 4.219  0.073
H -1.985 1.630 5.733  0.057
H -1.257 2.954 4.819  0.059
H 0.249 0.675 6.199  0.078
H 0.111 2.311 6.818  0.099
H 2.284 2.080 5.760  0.116
H 1.312 3.197 4.819  0.072
C 3.152 -1.549 7.253  -0.104
C 2.658 -1.377 8.686  -0.262
C 1.426 -2.232 8.999  -0.192
C 0.272 -1.834 8.197  -0.232
N -0.627 -1.533 7.550  0.156
H 2.401 -1.225 6.531  0.064
H 4.051 -0.956 7.086  0.072
H 3.394 -2.592 7.044  0.079
H 2.432 -0.325 8.872  0.107
H 3.454 -1.656 9.379  0.106
H 1.165 -2.138 10.054  0.117
H 1.641 -3.286 8.817  0.122
C 3.877 1.888 -6.026  -0.110
C 3.537 2.154 -4.566  -0.251
C 2.337 1.314 -4.119  -0.194
C 1.122 1.674 -4.847  -0.237
N 0.173 1.948 -5.433  0.145
H 3.052 2.180 -6.676  0.052
H 4.756 2.457 -6.331  0.079
H 4.088 0.830 -6.191  0.068
H 3.333 3.215 -4.413  0.114
H 4.394 1.906 -3.938  0.109
H 2.157 1.445 -3.050  0.115
H 2.545 0.254 -4.279  0.115
C -1.479 6.214 1.851  -0.104
C -2.070 6.891 3.083  -0.266
C -1.007 7.352 4.084  -0.179
C -0.266 6.229 4.651  -0.197
N 0.327 5.345 5.081  0.182
H -0.941 5.302 2.115  0.069
H -2.269 5.940 1.153  0.072
H -0.786 6.877 1.329  0.074
H -2.765 6.216 3.579  0.064
H -2.649 7.762 2.772  0.110
H -1.486 7.900 4.897  0.120
H -0.301 8.037 3.610  0.121
C 0.328 -8.190 -6.030  -0.095
C -0.581 -7.395 -6.960  -0.253
C -1.194 -6.165 -6.283  -0.201
C -2.088 -6.522 -5.183  -0.229
N -2.779 -6.805 -4.311  0.166
H -0.226 -8.591 -5.180  0.074
H 0.774 -9.031 -6.561  0.074
H 1.137 -7.567 -5.645  0.077
H -1.376 -8.040 -7.338  0.117
H -0.008 -7.058 -7.826  0.078
H -1.761 -5.583 -7.012  0.108
H -0.405 -5.513 -5.901  0.100
C -4.896 2.797 6.830  -0.121
C -6.193 3.035 6.067  -0.260
C -5.967 3.594 4.657  -0.188
C -5.361 4.924 4.681  -0.218
N -4.892 5.971 4.699  0.154
H -4.347 3.724 6.993  0.060
H -5.099 2.363 7.808  0.069
H -4.247 2.108 6.287  0.061
H -6.832 3.717 6.632  0.111
H -6.738 2.094 5.975  0.107
H -6.919 3.662 4.128  0.117
H -5.330 2.922 4.080  0.121
C 1.819 -0.495 -11.385  -0.109
C 1.403 0.209 -10.099  -0.250
C 2.590 0.714 -9.274  -0.184
C 3.424 -0.379 -8.777  -0.223
N 4.066 -1.247 -8.386  0.163
H 2.409 -1.387 -11.180  0.028
H 0.936 -0.807 -11.944  0.075
H 2.407 0.166 -12.026  0.077
H 0.802 -0.470 -9.490  0.099
H 0.766 1.061 -10.341  0.110
H 2.220 1.279 -8.419  0.094
H 3.201 1.396 -9.867  0.126
C -0.110 -3.483 -8.228  -0.086
C 0.903 -4.603 -8.019  -0.266
C 2.318 -4.216 -8.459  -0.178
C 2.405 -3.968 -9.896  -0.226
N 2.471 -3.770 -11.025  0.159
H -0.211 -3.233 -9.286  0.077
H -1.094 -3.782 -7.865  0.056
H 0.187 -2.581 -7.690  0.080
H 0.580 -5.497 -8.557  0.094
H 0.936 -4.867 -6.959  0.090
H 3.019 -5.013 -8.206  0.122
H 2.653 -3.323 -7.928  0.088
C 0.347 5.790 8.441  -0.124
C -0.125 5.800 9.889  -0.261
C -0.405 4.392 10.424  -0.191
C -1.505 3.743 9.712  -0.224
N -2.363 3.231 9.146  0.168
H -0.418 5.387 7.777  0.052
H 0.572 6.802 8.104  0.070
H 1.250 5.189 8.321  0.075
H -1.023 6.414 9.979  0.112
H 0.636 6.263 10.520  0.106
H -0.658 4.438 11.484  0.117
H 0.489 3.772 10.337  0.118

=====

No. 3
A 11-piece molecular cluster, C44H77N11 overall, computed with ωB97M-V/def2-TZVPD.

Results
Gap between HOMO and LUMO (spin up / spin down) ... 10.33 / 2.15 eV
Net charge ... +1
Energy above the lowest of the compared OMol25 structures with the same formula, charge and spin ... 159.06 kJ/mol
Multiplicity ... 2
<S²> ... 0.755

Each line ends with the Mulliken spin population.
Element x y z (Å)
C 0.377 -4.678 2.092  0.003
C 0.005 -5.740 3.174  0.011
C -1.467 -6.207 3.216  -0.016
C -2.530 -5.253 3.618  0.181
N -3.400 -4.486 3.913  0.304
H -0.131 -4.976 1.175  -0.001
H 1.399 -4.736 1.717  0.001
H 0.256 -3.630 2.365  0.001
H 0.277 -5.277 4.122  0.002
H 0.587 -6.632 2.940  0.001
H -1.620 -7.040 3.902  0.032
H -1.813 -6.569 2.248  0.024
C -1.131 1.160 6.153  0.000
C -0.266 1.470 4.950  0.001
C 0.106 0.242 4.130  0.000
C -1.065 -0.709 3.821  0.003
N -1.963 -1.422 3.672  0.004
H -2.021 0.597 5.873  0.000
H -1.476 2.034 6.705  0.000
H -0.534 0.567 6.846  0.000
H 0.620 2.000 5.300  0.000
H -0.827 2.186 4.351  0.000
H 0.802 -0.364 4.711  0.001
H 0.691 0.476 3.241  0.000
C 2.148 4.202 -2.405  0.000
C 3.690 4.063 -2.369  0.000
C 4.468 5.348 -2.834  0.000
C 3.980 5.658 -4.153  0.000
N 3.527 5.992 -5.137  0.000
H 1.633 3.529 -1.719  0.000
H 1.680 4.292 -3.385  0.000
H 1.919 5.179 -1.980  0.000
H 3.886 3.069 -2.771  0.000
H 3.859 3.987 -1.294  0.000
H 5.515 5.054 -2.909  0.000
H 4.288 6.191 -2.167  0.000
C 6.153 -2.847 -0.856  0.000
C 6.896 -1.441 -0.863  0.000
C 6.235 -0.326 -1.693  0.000
C 6.025 -0.674 -3.085  0.000
N 5.813 -0.957 -4.176  0.000
H 6.709 -3.515 -0.199  0.000
H 6.124 -3.158 -1.900  0.000
H 5.119 -2.843 -0.510  0.000
H 7.890 -1.587 -1.286  0.000
H 7.124 -1.174 0.169  0.000
H 6.833 0.586 -1.687  0.000
H 5.258 -0.076 -1.279  0.000
C -2.053 3.322 -1.321  0.000
C -3.584 3.639 -1.276  0.000
C -3.979 4.846 -2.122  0.000
C -3.753 4.797 -3.571  0.000
N -3.486 4.753 -4.677  0.000
H -1.705 2.755 -2.184  0.000
H -1.768 2.843 -0.384  0.000
H -1.375 4.165 -1.450  0.000
H -3.826 3.792 -0.225  0.000
H -4.192 2.794 -1.597  0.000
H -3.513 5.717 -1.662  0.000
H -5.065 4.938 -2.116  0.000
C -0.441 1.280 -4.475  0.000
C -1.620 1.121 -5.458  0.000
C -1.911 -0.345 -5.774  0.000
C -2.286 -1.187 -4.670  0.000
N -2.556 -1.897 -3.813  0.000
H -0.584 0.622 -3.618  0.000
H -0.306 2.290 -4.089  0.000
H 0.420 0.949 -5.056  0.000
H -1.489 1.696 -6.374  0.000
H -2.486 1.601 -5.002  0.000
H -1.079 -0.755 -6.347  0.000
H -2.709 -0.466 -6.507  0.000
C -1.400 -0.622 0.549  0.002
C -0.489 -0.195 -0.570  -0.001
C 0.887 0.250 -0.069  0.000
C 1.902 0.497 -1.126  0.000
N 2.698 0.733 -1.916  0.000
H -2.131 -1.313 0.130  -0.001
H -1.926 0.211 1.014  0.000
H -0.784 -1.205 1.234  0.001
H -0.951 0.627 -1.116  0.000
H -0.327 -1.058 -1.216  0.000
H 1.197 -0.578 0.570  0.000
H 0.805 1.081 0.631  0.000
C 3.640 -4.391 3.886  0.000
C 4.898 -3.596 3.682  0.000
C 4.779 -2.578 2.622  0.000
C 3.535 -1.806 2.631  0.000
N 2.586 -1.133 2.557  0.000
H 3.521 -5.084 3.052  0.000
H 2.801 -3.759 4.175  0.000
H 3.830 -5.076 4.712  0.000
H 5.768 -4.228 3.504  0.000
H 5.106 -3.023 4.586  0.000
H 4.782 -3.171 1.708  0.000
H 5.589 -1.854 2.538  0.000
C -4.537 -0.602 -0.454  0.005
C -4.934 0.392 0.666  0.027
C -6.006 -0.137 1.588  0.015
C -5.671 -1.384 2.192  0.125
N -5.421 -2.390 2.739  0.236
H -3.898 -0.188 -1.234  0.002
H -5.491 -0.900 -0.888  0.004
H -4.107 -1.559 -0.159  0.001
H -5.128 1.357 0.198  -0.006
H -4.083 0.577 1.322  0.013
H -6.919 -0.284 1.011  0.025
H -6.205 0.612 2.355  -0.002
C 0.833 -3.906 -3.814  0.000
C 1.295 -2.495 -4.224  0.000
C 2.812 -2.444 -4.163  0.000
C 3.548 -3.434 -4.969  0.000
N 4.148 -4.218 -5.564  0.000
H 1.169 -4.160 -2.808  0.000
H 1.140 -4.679 -4.519  0.000
H -0.247 -3.971 -3.675  0.000
H 0.913 -1.772 -3.504  0.000
H 0.922 -2.172 -5.196  0.000
H 3.037 -2.595 -3.108  0.000
H 3.224 -1.485 -4.478  0.000
C -6.124 3.597 3.677  0.000
C -5.147 4.751 3.474  0.000
C -3.734 4.311 3.948  0.000
C -3.133 3.342 3.080  0.000
N -2.620 2.550 2.382  0.000
H -6.967 3.708 2.995  0.000
H -6.387 3.527 4.733  0.000
H -5.691 2.638 3.393  0.000
H -5.519 5.607 4.036  0.000
H -5.023 5.027 2.427  0.000
H -3.635 4.084 5.009  0.000
H -3.035 5.133 3.787  0.000

=====

The evaluated F_max for the records listed, in turn: 4.5, 1.5, 3.8 eV/Å.